Entry 1:
Here is C34H47FeN2O2P as an isolated structure from the OMol25 dataset. Energies are from ωB97M-V with the def2-TZVPD basis set.

Its charge is +1. The HOMO-LUMO gap (alpha / beta) is 8.26 / 6.01 eV. The expectation value of S² is 8.7690. The multiplicity is 6.

Each line ends with the Löwdin charge.
Atoms and positions in Å:
C1 -0.7046 0.1335 -2.3171  -0.396
H1 -2.2093 3.5199 -0.0589  0.125
C2 -3.5290 0.5481 0.9352  -0.151
H2 -1.0851 0.3998 -5.1035  0.114
H3 1.0028 2.9131 -1.1557  0.100
C3 1.4919 2.3623 -0.3520  -0.212
H4 -3.6313 -0.6652 -3.8698  0.114
H5 -4.2696 -0.9891 2.2569  0.144
H6 -2.9212 2.0245 -3.2902  0.102
H7 -1.2692 -2.5435 -0.3395  0.099
H8 -2.7440 0.8175 -5.4683  0.113
H9 3.1155 2.7533 1.0071  0.090
P1 0.1678 -0.1005 -0.6969  1.144
H10 1.8632 0.7091 -2.9661  0.092
C4 2.4841 0.4164 3.3055  -0.321
C5 4.6998 0.9771 4.1195  -0.056
H11 1.6343 -1.7652 0.0708  0.109
H12 4.1091 1.0319 2.0567  0.103
H13 -5.8954 1.6665 -1.2359  0.109
C6 -0.2714 -2.7394 0.0634  -0.235
H14 1.6151 -1.7414 -2.6449  0.090
C7 -4.9839 1.6480 -0.6552  -0.076
C8 -1.4021 -1.1027 4.6429  -0.200
H15 2.3365 0.4535 0.0123  0.090
C9 -2.1860 -1.7676 3.5275  -0.202
N1 -0.1426 -0.6097 4.1154  -0.009
C10 3.9447 2.5969 -0.9909  -0.185
H16 -1.6772 -2.6809 3.2056  0.118
H17 -1.6913 2.7171 -4.3316  0.116
C11 2.5230 0.8392 -2.1065  -0.188
C12 3.3523 2.1157 -2.3137  -0.189
H18 -1.9787 -0.2566 5.0305  0.133
C13 0.8083 -0.4053 4.9465  -0.072
H19 -1.0601 -4.9627 -1.8181  0.111
C14 3.8125 0.8307 3.0791  -0.006
H20 5.7053 1.3216 3.9128  0.114
O1 -1.4385 1.5985 1.4437  -0.158
C15 3.0469 0.2418 5.6743  -0.034
H21 2.2169 -3.0752 -1.6802  0.125
H22 0.7125 -3.8503 -3.4788  0.117
C16 0.7923 -1.8581 -0.6269  -0.419
H23 3.1906 -0.0248 -2.0812  0.114
H24 -1.2552 -1.8188 5.4566  0.127
H25 -0.0566 -0.3398 -3.0610  0.108
H26 5.0229 0.8277 6.2471  0.108
C17 1.7337 0.9041 -0.7829  -0.415
H27 -2.0558 -1.5483 -1.9625  0.084
C18 -2.5719 1.5993 0.8133  -0.363
C19 -2.9104 2.6957 -0.0162  -0.019
C20 2.1200 0.0829 4.6344  -0.140
H28 0.6464 -0.6254 6.0080  0.140
H29 -2.1612 -1.5214 -4.3080  0.107
C21 -0.0483 -4.6153 -1.6019  -0.176
H30 2.7444 -0.0057 6.6861  0.117
C22 4.3213 0.6970 5.4357  -0.075
O2 1.6333 0.3568 2.3198  -0.173
C23 -4.7184 0.6030 0.2029  -0.045
C24 0.3000 -3.4541 -2.5504  -0.181
H31 4.5383 1.7849 -0.5594  0.109
H32 -0.6036 -2.9014 -2.8175  0.088
H33 2.7078 4.1085 -0.0330  0.115
C25 -0.8797 1.6261 -2.6498  -0.185
C26 -2.0793 -0.5413 -2.3777  -0.194
H34 0.6188 -5.4578 -1.7887  0.112
H35 1.0746 -4.3986 0.2472  0.119
C27 2.8327 3.0246 -0.0115  -0.171
H36 4.1457 1.9124 -3.0341  0.115
N2 -2.2340 -0.8428 2.4179  -0.032
Fe1 -0.2388 0.0170 1.8317  1.026
H37 -3.1867 -2.0286 3.8837  0.125
C28 0.0612 -4.2160 -0.1195  -0.183
H38 0.8306 2.4017 0.5154  0.084
C29 -4.0773 2.7113 -0.7395  -0.069
H39 -0.6143 -4.8301 0.4776  0.112
H40 -0.3085 -2.4872 1.1350  0.076
H41 0.0700 2.0480 -2.9806  0.103
C30 -3.3528 -0.5027 1.9088  -0.061
H42 -1.1854 2.1678 -1.7530  0.082
C31 -2.0569 0.6092 -4.6481  -0.188
H43 2.7285 2.9071 -2.7377  0.114
C32 -2.5419 -0.6088 -3.8436  -0.171
H44 -2.7870 0.0390 -1.7775  0.098
H45 4.6279 3.4268 -1.1712  0.111
H46 -4.3015 3.5617 -1.3704  0.117
C33 -1.9445 1.8342 -3.7442  -0.173
H47 -5.4405 -0.1971 0.3182  0.119
C34 1.3174 -2.5037 -1.9230  -0.182



Entry 2:
Here is C34H47N10O8P2Sc as an isolated structure from the OMol25 dataset. Energies are from ωB97M-V with the def2-TZVPD basis set.

The HOMO-LUMO gap is 7.08 eV.

Each line ends with the Löwdin charge.
Atoms and positions in Å:
H1 -2.3568 5.0176 3.6743  0.097
C1 -1.9809 1.2502 0.2323  -0.530
H2 2.8138 2.5272 -0.2862  0.069
H3 0.5088 -3.0640 0.7133  0.112
H4 -0.8252 -4.1678 -1.6179  0.089
H5 -6.2130 -0.0171 -1.0221  0.119
P1 3.0620 0.0399 -1.6089  0.512
H6 -4.9627 -0.9059 -2.9847  0.076
C2 -5.5181 -0.0196 1.5785  -0.163
H7 -1.3723 -2.5428 -1.2030  0.068
H8 5.1265 -0.3328 0.0725  0.062
H9 -2.4906 2.5489 3.8712  0.100
N1 0.4073 -2.6441 -2.3674  -0.273
C3 0.0363 -0.5594 -4.8743  -0.079
H10 -0.6419 -5.0058 1.7375  0.106
H11 -5.8022 0.6191 3.6229  0.080
H12 0.6429 -1.4606 -4.9630  0.064
H13 -0.3796 6.0841 2.6432  0.095
O1 3.2205 2.7699 3.2040  0.061
O2 -3.3670 -1.8448 0.8905  0.071
C4 -3.2815 -0.6596 0.6038  -0.422
C5 5.5651 -0.4524 -0.9157  -0.076
H14 6.1742 0.4290 -1.1443  0.091
C6 -5.2625 -0.5270 -0.8692  -0.168
H15 -4.1079 0.5537 3.1521  0.055
C7 2.4567 2.6451 -1.3013  -0.061
H16 0.5952 0.2703 -5.3184  0.083
C8 2.6703 1.8752 2.5770  -0.474
H17 -1.6093 -3.1670 -2.8547  0.089
C9 -4.3918 1.5898 0.0566  -0.418
H18 3.2827 2.7343 -3.8980  0.092
H19 -5.4664 -1.5642 -0.6047  0.122
C10 5.1344 -0.9448 3.0402  -0.059
C11 -1.1055 -1.4667 3.0578  -0.170
N2 2.4634 -0.5419 2.4003  0.073
H20 -5.1474 1.8781 2.5796  0.078
H21 6.2162 -1.3270 -0.8987  0.089
C12 -1.5477 4.4044 3.2937  -0.095
H22 2.2747 -2.5908 2.3425  0.096
C13 -1.6127 -3.7866 3.2331  -0.036
C14 1.1131 -3.4630 -3.3479  -0.100
N3 -3.0960 2.0544 0.0911  0.245
H23 4.1957 -0.9747 -3.9800  0.069
C15 -4.4240 -0.4624 -2.1459  -0.072
C16 -5.1118 0.8072 2.7975  -0.061
H24 -6.5199 0.2644 1.2530  0.118
H25 2.8150 3.6005 -1.6868  0.091
Sc1 0.4497 0.2818 1.0715  1.061
N4 2.9790 1.5779 -2.1765  -0.265
H26 5.2027 1.2219 3.1559  0.122
O3 -0.8482 1.7850 0.0832  -0.066
C17 4.2910 -2.0238 2.8097  -0.053
H27 1.6934 1.9575 -3.8203  0.068
O4 -2.2087 0.1928 4.3406  0.036
H28 -5.5350 -1.0808 1.8303  0.118
C18 -4.5843 0.1164 0.3559  -0.300
H29 4.6456 -3.0442 2.8779  0.104
H30 -3.4784 -1.0020 -2.0276  0.064
H31 0.5553 -3.5568 -4.2867  0.082
H32 -2.9419 3.0433 -0.0430  0.171
O5 2.6596 -0.1097 -0.1943  -0.260
H33 5.4971 0.1844 -3.6086  0.090
C19 5.0073 -0.7444 -3.2891  -0.106
C20 -0.5989 2.2276 2.9212  -0.202
C21 -0.7834 -4.0133 2.1444  -0.048
P2 0.5485 -1.0148 -2.2934  0.496
H34 6.1756 -1.1031 3.2951  0.109
H35 -0.8776 -0.7065 -5.4528  0.093
C22 -0.9304 -3.1499 -1.9952  -0.074
H36 5.7372 -1.5532 -3.3507  0.089
H37 1.3647 2.6632 -1.2768  0.084
C23 3.2823 0.4914 2.6199  -0.189
C24 0.5297 2.8447 2.3382  -0.234
O6 2.1076 -0.7913 -2.6361  -0.256
C25 -1.3507 -0.0279 3.4929  -0.462
H38 -2.1377 -4.6078 3.7048  0.112
C26 4.6158 0.3350 2.9539  -0.001
O7 -5.3150 2.3402 -0.1737  0.105
H39 -2.4311 -2.2358 4.5136  0.125
C27 -1.6328 3.0164 3.4066  -0.012
C28 2.7595 1.8256 -3.6020  -0.089
H40 -0.5195 1.8086 -3.7488  0.080
H41 1.2484 -4.4639 -2.9369  0.089
N5 -0.2873 -0.2742 -3.4803  -0.267
C29 -0.4403 5.0041 2.7158  -0.096
H42 -4.1957 0.5742 -2.4120  0.072
N6 1.5149 1.9132 1.8876  -0.010
C30 -1.7778 -2.4926 3.6914  0.015
C31 -1.0185 0.9736 -3.2458  -0.060
N7 -0.5542 0.8211 2.8405  0.022
H43 3.1336 1.0060 -4.2116  0.065
H44 2.0981 -3.0470 -3.5529  0.076
C32 2.9671 -1.7711 2.4977  -0.115
C33 0.6093 4.2169 2.2417  -0.023
O8 0.1732 -0.5052 -0.9612  -0.303
N8 -2.0659 -0.0426 0.4999  0.160
H45 1.4930 4.6682 1.8070  0.113
H46 -2.0324 0.8914 -3.6380  0.083
N9 -0.2817 -1.6894 2.0237  0.044
H47 -1.0627 1.1914 -2.1840  0.060
C34 -0.1431 -2.9346 1.5720  -0.143
N10 4.5138 -0.6586 -1.9197  -0.287



So what do the calculations give for energy above the lowest of the compared OMol25 structures with the same formula, charge and spin? Going down the list: 7.9, 26.1 kcal/mol.